Entry 1:
108
Properties=species:S:1:pos:R:3:forces:R:3:lowdin_charge:R:1 method="wB97M-V/def2-TZVPD" charge=-1 fmax_ev_per_a=0.41 lumo_energy_ev=0.91 total_energy_ev=-146752.472
Y 0.001334 -0.266296 -0.031395 -0.018 0.168 0.060 1.490
Cl -5.100023 4.202181 -6.841612 0.016 -0.014 0.024 0.636
C -4.317509 3.230088 -5.621402 -0.028 0.025 -0.035 -0.671
C -4.885455 2.024291 -5.249421 0.018 -0.003 0.013 -0.103
C -4.256991 1.256660 -4.279405 -0.006 0.000 -0.004 -0.021
C -3.074760 1.682561 -3.683716 -0.027 -0.004 0.001 -0.219
C -2.526601 2.899076 -4.077255 0.015 -0.002 0.000 -0.009
C -3.141643 3.678852 -5.045613 -0.010 -0.002 -0.002 -0.097
C -2.399485 0.858642 -2.635754 0.004 -0.004 -0.050 -0.073
C -2.802307 1.072731 -1.310416 0.031 0.046 0.052 -0.263
C -3.867703 1.956968 -0.905319 0.005 -0.028 -0.033 -0.009
C -3.961593 1.867588 0.445929 0.020 0.022 0.036 -0.007
C -2.964029 0.914769 0.871061 -0.038 -0.055 -0.035 -0.240
C -2.802314 0.447494 2.189321 -0.049 0.026 -0.017 -0.072
C -3.584683 1.139660 3.256155 0.027 -0.011 -0.001 -0.212
C -4.947337 0.911088 3.413836 -0.049 0.008 0.008 -0.027
C -5.669195 1.546884 4.413824 0.038 -0.009 -0.014 -0.103
C -5.010481 2.418019 5.263524 -0.035 0.025 0.037 -0.671
Cl -5.908386 3.219454 6.527387 0.018 -0.009 -0.018 0.636
C -3.654783 2.663530 5.131781 -0.001 0.004 0.000 -0.096
C -2.948814 2.021698 4.125418 -0.013 -0.011 -0.005 -0.011
C -2.002721 -0.622666 2.588562 -0.036 -0.087 0.027 -0.258
N -1.176018 -1.344790 1.782833 0.126 0.087 -0.061 0.029
C -0.561158 -2.264203 2.565900 -0.032 -0.009 0.026 -0.247
C 0.423541 -3.168007 2.146222 0.029 -0.026 0.037 -0.078
C 1.005509 -4.069761 3.186465 -0.007 -0.007 -0.031 -0.220
C 2.098218 -3.655135 3.941651 -0.011 -0.007 0.016 -0.008
C 2.650551 -4.481291 4.909588 -0.001 -0.003 -0.007 -0.097
C 2.099057 -5.733641 5.117085 0.022 -0.024 0.039 -0.671
Cl 2.789423 -6.784308 6.328346 -0.014 0.023 -0.017 0.635
C 1.011267 -6.171251 4.382438 -0.007 0.008 -0.013 -0.104
C 0.470298 -5.332182 3.418793 0.014 0.005 0.023 -0.022
C 0.913031 -3.302290 0.842720 -0.035 -0.021 -0.047 -0.224
C 1.847995 -4.321017 0.406396 -0.008 0.008 0.005 0.012
C 2.010895 -4.157473 -0.924982 -0.014 0.006 -0.002 0.015
C 1.179203 -3.036778 -1.317698 -0.018 0.021 0.032 -0.231
N 0.550004 -2.535842 -0.218722 -0.008 -0.134 -0.053 0.028
C 1.002287 -2.597901 -2.630264 0.010 -0.006 -0.067 -0.066
C 0.092626 -1.618153 -3.067285 -0.013 0.003 0.045 -0.230
C -0.164841 -1.288737 -4.454019 0.036 -0.016 0.019 0.008
C -1.118375 -0.329122 -4.456709 -0.025 0.026 -0.010 0.006
C -1.443900 -0.062873 -3.072652 0.033 0.045 0.057 -0.233
N -0.686871 -0.853996 -2.264392 0.008 -0.031 -0.039 0.044
C 1.857940 -3.240199 -3.672244 0.005 -0.011 0.003 -0.212
C 3.185880 -2.844177 -3.799500 -0.011 -0.013 -0.029 -0.013
C 4.012110 -3.425068 -4.750156 0.003 0.016 0.006 -0.092
C 3.498302 -4.409023 -5.576431 0.022 -0.033 -0.035 -0.670
Cl 4.532913 -5.150994 -6.772323 -0.026 0.017 0.020 0.632
C 2.180098 -4.818702 -5.474355 0.010 0.015 0.003 -0.106
C 1.366006 -4.228570 -4.518190 -0.016 -0.009 0.009 -0.028
C -1.040270 -2.149195 3.931274 -0.008 -0.021 -0.062 0.012
C -1.927511 -1.132199 3.946029 -0.024 0.010 -0.051 0.008
N -2.263112 0.476824 -0.209557 -0.004 -0.046 -0.015 0.027
H -5.804448 1.693561 -5.712532 -0.010 -0.005 -0.008 0.102
H -4.688320 0.310612 -3.977597 -0.008 -0.011 0.002 0.126
H -1.605342 3.236183 -3.618086 0.015 0.005 0.008 0.124
H -2.715505 4.623717 -5.352260 0.009 0.010 -0.002 0.104
H -4.474123 2.552937 -1.568316 -0.006 0.014 -0.007 0.110
H -4.657527 2.379938 1.090158 -0.002 0.004 0.003 0.106
H -5.447905 0.221766 2.745363 -0.002 -0.009 -0.004 0.126
H -6.727630 1.365930 4.538142 -0.011 -0.001 0.001 0.102
H -3.159872 3.346484 5.807867 0.004 0.010 0.006 0.105
H -1.886378 2.199658 4.012100 0.019 0.006 0.001 0.121
H 2.516105 -2.671273 3.768311 0.008 0.014 -0.004 0.126
H 3.498527 -4.158402 5.497336 0.007 -0.002 0.000 0.104
H 0.594946 -7.152154 4.564409 0.000 -0.013 -0.002 0.102
H -0.381219 -5.659867 2.836008 -0.012 -0.004 -0.007 0.125
H 2.297588 -5.069580 1.038242 0.008 -0.011 0.014 0.109
H 2.617989 -4.748760 -1.590741 0.013 -0.007 -0.016 0.112
H 0.316880 -1.738380 -5.306506 0.011 -0.004 -0.014 0.107
H -1.567592 0.150887 -5.311287 -0.005 0.007 -0.010 0.109
H 3.568261 -2.068410 -3.147759 0.006 0.005 0.004 0.055
H 5.042673 -3.114276 -4.851696 0.012 0.003 0.004 0.105
H 1.800640 -5.588546 -6.131827 -0.003 -0.009 0.001 0.101
H 0.333527 -4.541101 -4.422970 -0.011 -0.007 0.000 0.125
H -0.733756 -2.768929 4.757691 0.014 -0.014 0.023 0.110
H -2.487602 -0.759620 4.787702 -0.020 0.003 0.020 0.110
Cl 4.403815 5.437119 -1.160813 -0.022 -0.056 -0.004 0.668
C 3.687818 3.843816 -1.133662 -0.047 0.080 -0.017 -0.618
C 4.477314 2.747981 -1.298960 0.029 -0.082 -0.006 -0.194
C 3.926504 1.458123 -1.260633 0.059 0.097 -0.137 -0.651
I 5.201360 -0.179464 -1.389416 0.016 -0.043 0.022 0.919
C 2.570465 1.216060 -1.074019 -0.040 0.035 0.007 -0.459
O 2.042684 0.047773 -1.021175 -0.102 -0.015 0.065 -0.215
C 1.746196 2.402425 -0.906929 0.004 -0.061 0.054 -0.138
N 0.421477 2.186268 -0.680333 0.140 -0.218 0.005 0.075
C -0.371159 3.210231 -0.470898 0.048 0.078 0.027 -0.117
C 0.085929 4.539971 -0.490817 -0.064 -0.084 -0.008 -0.045
C 1.409701 4.779956 -0.712912 0.077 0.046 -0.025 -0.030
C 2.296405 3.700409 -0.917988 -0.070 0.117 -0.100 -0.176
H 5.541955 2.873737 -1.440338 0.008 -0.006 -0.003 0.090
H -1.412946 2.988012 -0.269544 -0.021 0.020 -0.013 0.095
H -0.611445 5.348592 -0.319709 -0.010 0.001 0.014 0.104
H 1.798461 5.789576 -0.719037 0.008 -0.014 0.000 0.089
F 4.589844 4.967407 2.456572 0.011 0.018 0.008 0.009
C 3.732186 3.909695 2.376135 0.003 -0.005 0.002 -0.310
C 4.233293 2.653529 2.100684 -0.035 0.007 -0.012 -0.027
C 3.357157 1.582385 2.017076 0.068 -0.019 0.039 -0.058
C 1.974962 1.725195 2.219073 -0.162 -0.053 -0.158 -0.332
C 1.034054 0.608359 2.069412 0.079 0.213 0.336 -0.199
C 1.524649 3.026294 2.493935 -0.029 0.067 0.038 -0.070
C 2.383370 4.115645 2.568316 0.004 -0.063 0.041 -0.037
H 5.295338 2.523764 1.933706 0.010 0.002 0.003 0.117
H 3.750124 0.600355 1.773269 -0.001 -0.004 0.000 0.106
H 0.141500 0.797999 2.680514 0.029 -0.021 0.013 0.025
H 1.472023 -0.336803 2.425152 0.050 0.024 -0.039 0.035
H 0.461625 3.188170 2.649017 0.007 -0.012 -0.003 0.100
H 2.015777 5.111822 2.780823 -0.003 0.011 -0.006 0.111

***

Entry 2:
113
Properties=species:S:1:pos:R:3:forces:R:3:lowdin_spin:R:1 method="wB97M-V/def2-TZVPD" spin_multiplicity=3 charge=-1 fmax_ev_per_a=1.47 lumo_energy_ev="1.24 / 1.16" total_energy_ev=-158819.679 de_lowest_kj_mol=41.6 s_squared=2.088
Ti -0.642401 -0.450626 0.429620 -1.297 -0.661 -0.203 0.139
Cl 0.510093 -1.215867 -8.861743 0.019 0.005 -0.116 0.001
C 0.349307 -0.957682 -7.148495 -0.052 0.012 0.152 0.004
C 1.483148 -0.874246 -6.359188 0.073 -0.035 -0.021 0.000
C 1.346667 -0.699761 -4.991122 -0.086 0.098 -0.036 0.006
C 0.089159 -0.602839 -4.396474 0.088 -0.005 0.003 0.009
C -1.034413 -0.674899 -5.220107 0.091 -0.082 -0.016 0.006
C -0.912865 -0.853444 -6.588786 -0.001 0.007 -0.054 0.000
C -0.061939 -0.507158 -2.923402 -0.479 0.814 0.174 0.096
C -0.810505 0.536023 -2.400997 0.572 -0.713 -0.565 0.014
C -1.476711 1.564772 -3.155540 -0.361 0.468 0.215 0.068
C -2.335701 2.197202 -2.309360 0.187 -0.278 -0.376 -0.006
C -2.153255 1.627482 -1.002944 -0.800 0.277 0.639 0.082
C -2.825378 1.977113 0.176719 0.591 -0.105 -0.367 -0.033
C -4.079321 2.761559 0.107191 -0.092 0.119 -0.047 -0.005
C -5.239816 2.201469 0.648741 0.020 0.034 -0.068 -0.003
C -6.458796 2.854116 0.578938 -0.045 0.050 0.043 0.001
C -6.526836 4.100485 -0.022179 0.175 -0.081 0.005 -0.003
Cl -8.051877 4.930365 -0.120178 -0.111 0.061 0.005 -0.001
C -5.390598 4.695120 -0.541364 -0.031 0.055 -0.021 0.001
C -4.179198 4.023090 -0.477760 0.056 -0.010 0.104 -0.003
C -2.337746 1.675437 1.474970 -0.321 0.634 -0.018 0.101
N -1.322200 0.803261 1.771973 0.022 0.567 0.373 0.016
C -0.863461 1.100598 3.044152 0.551 -0.107 0.537 -0.004
C 0.187475 0.405618 3.662558 -0.374 0.374 -0.300 0.171
C 0.773582 0.872671 4.933062 -0.063 -0.062 0.049 0.017
C 0.009333 1.268234 6.032874 0.023 -0.068 -0.006 0.018
C 0.605942 1.688413 7.212258 0.002 0.063 0.044 -0.002
C 1.985559 1.704954 7.312951 -0.073 -0.062 -0.150 0.018
Cl 2.738046 2.212761 8.794941 0.062 0.076 0.142 0.005
C 2.774875 1.298629 6.249644 -0.004 0.044 0.007 -0.002
C 2.164589 0.884801 5.079643 -0.022 0.196 0.033 0.018
C 0.693760 -0.818162 3.133075 0.258 -0.560 0.312 0.039
C 1.459646 -1.782477 3.827865 -0.167 0.519 -0.044 0.089
C 1.434923 -2.944741 3.074153 -0.199 -0.064 -0.565 0.059
C 0.676949 -2.677070 1.922708 0.454 -0.455 0.540 0.094
N 0.257488 -1.372837 1.944898 0.480 -0.388 0.771 0.021
C 0.393562 -3.600259 0.842043 0.011 0.239 0.057 0.308
C 0.503317 -3.084859 -0.489595 0.307 -0.557 -0.437 0.051
C 0.990373 -3.736950 -1.642804 -0.087 0.066 0.448 0.075
C 0.923816 -2.829308 -2.684289 -0.165 0.609 -0.064 0.048
C 0.381688 -1.631355 -2.163511 0.171 -0.800 -0.107 0.058
N 0.181373 -1.791811 -0.806621 0.357 -0.416 -0.939 0.022
C -0.086869 -4.933870 1.121908 -0.203 0.026 0.008 0.023
C -0.471297 -5.828104 0.097290 0.074 0.005 0.012 0.077
C -1.061149 -7.046270 0.369009 0.025 -0.067 -0.003 -0.009
C -1.303424 -7.419569 1.680822 0.035 0.094 -0.013 0.086
Cl -2.047800 -8.955170 2.024791 -0.038 -0.082 0.016 0.024
C -0.982872 -6.558029 2.718469 0.002 -0.098 -0.025 -0.009
C -0.393783 -5.341953 2.441981 0.070 0.022 -0.063 0.076
C -1.629757 2.192747 3.551965 -0.107 0.165 -0.132 0.097
C -2.568395 2.512350 2.602568 0.062 -0.183 -0.019 -0.013
N -1.196267 0.643407 -1.080269 0.084 0.656 -0.541 0.015
H 2.463604 -0.958181 -6.808033 -0.005 0.020 -0.029 0.000
H 2.231187 -0.634303 -4.370663 0.005 -0.027 0.029 0.000
H -2.018753 -0.615134 -4.775124 -0.005 -0.027 0.024 0.000
H -1.792478 -0.933927 -7.212570 0.007 0.016 -0.033 0.000
H -1.325815 1.784275 -4.199028 0.012 -0.053 -0.028 0.004
H -3.014353 2.993604 -2.561888 -0.043 -0.011 -0.007 -0.002
H -5.181229 1.227160 1.117493 0.029 -0.022 -0.008 0.001
H -7.351648 2.399149 0.985623 -0.010 0.010 0.003 0.000
H -5.447450 5.681126 -0.981975 -0.034 0.000 -0.024 0.000
H -3.291594 4.502756 -0.870369 0.020 -0.019 0.002 0.000
H -1.068582 1.205778 5.977386 0.001 0.015 0.018 0.001
H 0.003954 1.996850 8.056404 -0.015 -0.036 0.011 0.000
H 3.853158 1.313987 6.333905 0.015 -0.015 0.020 0.000
H 2.775347 0.556287 4.253575 0.094 -0.005 -0.142 0.001
H 1.925426 -1.654778 4.790252 -0.022 0.020 0.022 0.005
H 1.944165 -3.871251 3.285472 -0.056 -0.051 0.031 0.000
H 1.409163 -4.728827 -1.684393 -0.037 -0.029 0.035 0.002
H 1.211460 -2.998909 -3.707980 -0.023 -0.010 -0.035 0.002
H -0.345805 -5.540904 -0.934674 -0.046 -0.015 0.016 0.007
H -1.353542 -7.702321 -0.439968 0.000 -0.007 -0.007 -0.002
H -1.216234 -6.835114 3.737780 0.007 0.011 0.014 -0.002
H -0.204947 -4.666667 3.260879 0.009 0.027 0.028 0.005
H -1.480375 2.702749 4.487953 0.020 -0.040 0.016 0.007
H -3.296331 3.307080 2.644846 -0.032 -0.008 0.023 -0.003
S 5.801737 3.516564 3.804985 -0.413 -0.188 -0.246 0.000
N 4.348716 4.209384 3.572884 0.185 0.004 0.178 0.000
C 3.658256 3.408493 2.784995 0.440 -0.238 0.165 0.000
C 2.353903 3.669131 2.247199 -0.655 -0.083 -0.269 0.000
C 1.677274 4.866226 2.495429 0.201 -0.064 -0.004 0.000
C 0.555399 5.154403 1.764117 -0.143 -0.048 -0.013 0.001
C 0.125564 4.217167 0.820085 -0.209 0.014 0.147 0.001
N 0.682487 3.037961 0.645479 0.116 -0.160 -0.042 0.001
C 1.782471 2.739657 1.351369 -0.149 0.575 0.128 0.001
C 2.470452 1.484672 1.028659 0.666 -0.646 -0.270 0.001
N 1.886046 0.603280 0.177597 0.288 0.482 0.308 0.003
C 2.653823 -0.339351 -0.346359 0.049 -0.122 -0.111 0.001
C 3.985020 -0.562408 -0.001390 0.082 0.099 0.109 0.001
C 4.544868 0.226520 0.970004 0.033 0.026 -0.052 0.000
C 3.797531 1.287937 1.479992 -0.588 -0.168 -0.297 0.001
C 4.379493 2.243580 2.388095 0.036 0.298 0.226 0.000
N 5.597182 2.183899 2.891627 0.147 0.119 0.186 0.000
H 2.081788 5.550491 3.229942 0.004 0.040 -0.038 0.000
H 0.013618 6.080320 1.900343 0.001 0.004 -0.022 0.000
H -0.720258 4.443355 0.180534 -0.103 -0.071 0.009 0.000
H 2.193656 -0.956435 -1.106815 0.101 -0.039 0.174 0.001
H 4.544095 -1.343231 -0.496421 -0.025 -0.060 0.036 0.000
H 5.564095 0.095454 1.308710 0.004 -0.039 0.011 0.000
C -3.663817 -3.685190 0.679093 0.126 0.059 0.129 0.001
C -2.920027 -2.498655 1.300849 -0.223 0.069 -0.008 0.003
C -3.824493 -1.800018 2.317449 0.250 -0.087 0.003 0.001
C -2.484554 -1.504599 0.211675 0.104 -0.227 0.213 -0.001
H -4.060069 -4.354366 1.448078 0.007 -0.037 0.005 0.000
H -2.996121 -4.263754 0.038250 -0.019 -0.015 -0.051 0.001
H -4.500730 -3.324314 0.074960 -0.021 -0.012 -0.029 0.000
H -2.048464 -2.894106 1.832218 -0.024 0.018 0.006 0.002
H -4.752538 -1.489615 1.827744 -0.020 0.057 0.015 0.000
H -3.329029 -0.914962 2.723832 -0.060 0.025 0.043 0.000
H -4.083681 -2.470567 3.140187 -0.017 0.030 0.047 0.000
H -3.298138 -0.781632 0.060732 0.131 0.108 -0.017 0.000
H -2.370890 -2.045514 -0.734944 0.061 0.120 -0.024 0.000